Version w
An isolated molecule of C4H7NO, computed with ωB97M-V with the def2-TZVPD basis set.

Calculated values
Kohn-Sham gap, eV: 10.734
SMILES: C1N[C@H]1[C@H]1CO1
Total charge: 0
HOMO, eV: -9.57
LUMO level, eV: 1.164
Multiplicity: 1

Cartesian coordinates (Å):
C1 0.906 -0.709 1.400
N1 -0.413 -0.098 1.567
C2 -0.111 -0.804 0.331
C3 0.093 -0.058 -0.954
C4 -0.832 0.981 -1.409
O1 0.435 1.315 -0.844
H1 1.750 -0.044 1.227
H2 1.111 -1.566 2.037
H3 -0.318 0.905 1.418
H4 -0.649 -1.743 0.209
H5 0.657 -0.603 -1.714
H6 -0.936 1.183 -2.475
H7 -1.693 1.240 -0.794

---

Version x
An isolated molecule of C4H7NO, computed with ωB97M-V with the def2-TZVPD basis set.

Calculated values
Kohn-Sham gap, eV: 11.215
SMILES: COCCC#N
Total charge: 0
HOMO, eV: -10.40
LUMO level, eV: 0.813
Multiplicity: 1

Cartesian coordinates (Å):
C1 1.913 0.258 0.244
O1 1.114 -0.281 -0.785
C2 -0.196 0.230 -0.797
C3 -1.146 -0.720 -0.023
C4 -2.199 -0.021 0.713
N1 -3.003 0.546 1.322
H1 2.218 1.286 0.003
H2 1.393 0.266 1.213
H3 2.800 -0.371 0.327
H4 -0.229 1.242 -0.369
H5 -0.507 0.306 -1.844
H6 -0.551 -1.295 0.695
H7 -1.607 -1.446 -0.699

---

Which one is most stable, and which one is least stable? version x is the most stable of them, while version w is the least stable.

---

Version w
An isolated molecule of C4H7NO, computed with ωB97M-V with the def2-TZVPD basis set.

Calculated values
Kohn-Sham gap (spin up / spin down), eV: 8.616 / 7.754
Total charge: 0
HOMO (spin up / spin down), eV: -7.93 / -7.36
LUMO level (spin up / spin down), eV: 0.686 / 0.393
Multiplicity: 1

Cartesian coordinates (Å):
C1 -0.294 -0.279 -0.994
C2 -0.009 -1.332 -1.763
C3 -0.370 1.187 -1.012
C4 -0.610 -0.531 0.463
N1 0.489 -0.256 2.463
O1 0.446 -0.860 1.171
H1 0.083 -2.245 -1.310
H2 0.105 -1.227 -2.803
H3 0.583 1.789 -0.707
H4 -1.212 1.726 -0.696
H5 -1.333 0.002 0.883
H6 0.597 0.678 2.087
H7 1.302 -0.397 3.037

---

Version x
A cluster of 2 separate species, C4H7NO in total, computed with ωB97M-V with the def2-TZVPD basis set.

Calculated values
Kohn-Sham gap, eV: 11.450
SMILES: [H]/N=C1\OC12CC2.[H][H]
Total charge: 0
HOMO, eV: -10.43
LUMO level, eV: 1.018
Multiplicity: 1

Cartesian coordinates (Å):
N1 2.366 -0.150 0.050
C1 1.292 0.382 -0.297
O1 0.714 1.346 -0.980
C2 -0.100 0.189 -0.124
C3 -1.360 -0.312 -0.689
C4 -1.347 0.586 0.543
H1 1.212 -1.377 0.982
H2 3.204 0.289 -0.301
H3 0.479 -1.502 1.101
H4 -1.553 0.105 -1.669
H5 -1.696 -1.338 -0.539
H6 -1.678 0.133 1.478
H7 -1.533 1.648 0.446

---

Which one is most stable, and which one is least stable? version x is the most stable of them, while version w is the least stable.

---

Version w
An isolated molecule of C3H7N, computed with ωB97M-V with the def2-TZVPD basis set.

Calculated values
Kohn-Sham gap, eV: 10.215
SMILES: C1CNC1
Total charge: 0
HOMO, eV: -8.96
LUMO level, eV: 1.258
Multiplicity: 1

Cartesian coordinates (Å):
C1 -0.001 1.073 -0.067
C2 -1.059 -0.049 0.088
C3 1.049 -0.036 0.088
H1 0.001 1.871 0.676
H2 -0.017 1.512 -1.073
H3 -1.898 -0.057 -0.605
H4 -1.468 -0.104 1.103
H5 0.045 -1.850 0.369
H6 1.434 -0.092 1.119
H7 1.910 -0.025 -0.601
N1 0.008 -1.026 -0.234

---

Version x
An isolated molecule of C3H7N, computed with ωB97M-V with the def2-TZVPD basis set.

Calculated values
Kohn-Sham gap, eV: 10.719
SMILES: C=CCN
Total charge: 0
HOMO, eV: -9.56
LUMO level, eV: 1.157
Multiplicity: 1

Cartesian coordinates (Å):
C1 0.378 -0.534 0.490
C2 -0.936 -0.171 -0.208
C3 -1.467 1.056 -0.216
H1 1.934 0.302 -0.721
H2 2.410 -1.033 -0.012
H3 0.280 -1.489 1.014
H4 0.503 0.219 1.360
H5 -1.423 -1.021 -0.844
H6 -0.808 1.889 0.231
H7 -2.446 1.474 -0.668
N1 1.575 -0.693 -0.427

---

Which one is most stable, and which one is least stable? version w is the most stable of them, while version x is the least stable.